Model w:
Density functional theory data (ωB97M-V/def2-TZVPD) for an isolated molecule of C4H3NS.

Values from the calculation:
- SMILES: C=C(C#N)C=S
- 2S+1: 1
- Charge: 0
- E_LUMO: -1.39 eV
- Highest occupied orbital energy: -9.26 eV

Structure (XYZ):
```
9
C4H3NS (ωB97M-V/def2-TZVPD)
C -0.7006 -0.2378 -1.1712
C -0.0024 -0.1666 -0.0257
C 0.2498 -1.3346 0.7941
N 0.4173 -2.1417 1.6018
C 0.4817 1.1034 0.4790
S 1.3896 1.3887 1.7785
H -0.8207 0.5988 -1.8483
H -1.0459 -1.1768 -1.5801
H 0.0313 1.9667 -0.0281
```

Model x:
Density functional theory data (ωB97M-V/def2-TZVPD) for an isolated molecule of C4H3NS.

Values from the calculation:
- SMILES: S=C1C=CN=C1
- 2S+1: 1
- Charge: 0
- E_LUMO: -1.87 eV
- Highest occupied orbital energy: -9.37 eV

Structure (XYZ):
```
9
C4H3NS (ωB97M-V/def2-TZVPD)
S -0.0859 -1.2636 -2.2188
C -0.1242 -0.6231 -0.7966
C 0.9843 -0.2607 0.2324
C 0.5236 0.6289 0.9455
N -0.7539 1.1093 0.6185
C -1.1825 0.2326 -0.3303
H 1.8862 -1.0793 0.3764
H 1.0459 1.1248 1.7677
H -2.2936 0.1311 -0.5949
```

model w is the most stable structure; the next one sits 0.0537 hartree above it.

Model w:
Density functional theory data (ωB97M-V/def2-TZVPD) for a cluster of 2 separate species, C2H6N2O2 in total.

Values from the calculation:
- 2S+1: 1
- Charge: 0
- E_LUMO: 0.35 eV
- Highest occupied orbital energy: -8.91 eV

Structure (XYZ):
```
12
C2H6N2O2 (ωB97M-V/def2-TZVPD)
N -0.2663 1.8736 1.2882
C -0.2320 0.8758 0.4082
N 0.7521 0.6015 -0.3726
H 0.5660 2.3761 1.5537
H -0.9720 1.8586 1.9973
H -1.1186 0.2584 0.3356
H 0.7122 -0.3080 -1.0192
H 1.6082 1.1335 -0.2626
O -0.9630 -1.7150 -0.0546
C -0.2627 -2.1736 -0.9650
O 0.6260 -1.5604 -1.6332
H -0.4498 -3.2205 -1.2757
```

Model x:
Density functional theory data (ωB97M-V/def2-TZVPD) for an isolated molecule of C2H6N2O2.

Values from the calculation:
- SMILES: CONC(N)=O
- 2S+1: 1
- Charge: 0
- E_LUMO: 0.71 eV
- Highest occupied orbital energy: -9.72 eV

Structure (XYZ):
```
12
C2H6N2O2 (ωB97M-V/def2-TZVPD)
C -0.3881 -0.7819 1.9373
O -1.1716 -0.4636 0.8152
N -0.3632 0.2567 -0.0943
C 0.3871 -0.0492 -1.1524
N 0.4469 1.0761 -1.9706
O 0.7138 -1.2758 -1.4731
H -0.1561 0.0740 2.5453
H 0.7350 -0.9904 1.6483
H -0.8808 -1.6838 2.6537
H -0.8870 1.1615 -0.3592
H 0.9199 0.7380 -2.9165
H 0.6442 1.9385 -1.6338
```

model w is the most stable structure; the next one sits 0.1256 hartree above it.

Model w:
Density functional theory data (ωB97M-V/def2-TZVPD) for an isolated molecule of C2H6N2O2.

Values from the calculation:
- SMILES: NC(=O)[C@@H](N)O
- 2S+1: 1
- Charge: 0
- E_LUMO: 0.66 eV
- Highest occupied orbital energy: -10.00 eV

Structure (XYZ):
```
12
C2H6N2O2 (ωB97M-V/def2-TZVPD)
N 1.2924 0.9071 -0.6592
C 1.2364 -0.3968 -0.1340
O 2.1872 -1.1645 0.2458
C -0.3887 -0.7004 0.0718
N -0.9667 0.4717 0.8378
O -1.3160 -0.8471 -1.0573
H 2.1431 1.5530 -0.9301
H 0.6036 1.4356 -0.5107
H -0.6327 -1.6365 0.7292
H -1.8889 0.1312 1.0165
H -0.8000 0.3617 2.0284
H -1.4697 -0.1152 -1.6382
```

Model x:
Density functional theory data (ωB97M-V/def2-TZVPD) for an isolated molecule of C2H6N2O2.

Values from the calculation:
- SMILES: CNC(=O)NO
- 2S+1: 1
- Charge: 0
- E_LUMO: 0.69 eV
- Highest occupied orbital energy: -9.76 eV

Structure (XYZ):
```
12
C2H6N2O2 (ωB97M-V/def2-TZVPD)
C 0.0630 -0.2372 1.4895
N 0.4052 1.0090 0.6336
C -0.0348 0.8073 -0.7114
O -0.2847 1.6148 -1.6518
N -0.7409 -0.5133 -1.1154
O 0.2629 -1.6106 -0.9753
H 0.8988 -0.5011 2.2678
H -0.7711 0.2007 1.8246
H -0.3119 -1.2245 0.8829
H 0.3777 1.9693 0.7767
H -0.9321 -0.2217 -2.2267
H 1.0681 -1.2928 -1.1946
```

model w is the most stable structure; the next one sits 0.0718 hartree above it.

Model w:
Density functional theory data (ωB97M-V/def2-TZVPD) for a structure of composition C2H6N2O2.

Values from the calculation:
- 2S+1: 1
- Charge: 0
- E_LUMO: -0.60 eV
- Highest occupied orbital energy: -8.91 eV

Structure (XYZ):
```
12
C2H6N2O2 (ωB97M-V/def2-TZVPD)
C -1.4897 1.8745 0.1695
N -0.2318 1.6953 0.5233
H -2.1545 1.0354 0.3804
H -1.8301 2.8412 -0.2418
H 0.4465 2.4518 0.3206
H 0.1866 0.6271 0.6871
N 0.8911 -2.5170 -0.3545
C 0.5939 -1.1493 -0.2870
O 0.4966 -0.6011 -1.3887
O 0.4487 -0.6316 0.9052
H 1.3237 -2.7804 -1.2393
H 1.3191 -2.8458 0.5252
```

Model x:
Density functional theory data (ωB97M-V/def2-TZVPD) for a cluster of 2 separate species, C2H6N2O2 in total.

Values from the calculation:
- SMILES: NN=C=O.CO
- 2S+1: 1
- Charge: 0
- E_LUMO: 0.30 eV
- Highest occupied orbital energy: -9.08 eV

Structure (XYZ):
```
12
C2H6N2O2 (ωB97M-V/def2-TZVPD)
N 2.8168 -0.5893 -0.0757
N 1.6265 -0.7984 0.5211
C 0.7274 -0.0814 0.9621
O -0.1212 0.0057 1.7723
H 3.6813 -0.6128 0.4588
H 2.9354 -1.1130 -0.9384
C -2.0103 0.9291 -0.3827
O -1.4596 -0.4082 -0.9723
H -2.6406 1.1873 -1.2336
H -2.7650 0.7984 0.3954
H -1.3902 1.8089 -0.1880
H -1.4006 -1.1263 -0.3190
```

model w is the most stable structure; the next one sits 0.0986 hartree above it.

Model w:
Density functional theory data (ωB97M-V/def2-TZVPD) for an isolated molecule of C2H6N2O2.

Values from the calculation:
- SMILES: C/C(=N/O)NO
- 2S+1: 1
- Charge: 0
- E_LUMO: 0.75 eV
- Highest occupied orbital energy: -9.02 eV

Structure (XYZ):
```
12
C2H6N2O2 (ωB97M-V/def2-TZVPD)
C 0.9938 1.5220 -0.0116
C -0.1390 0.4674 -0.0216
N -1.3786 0.7116 0.1625
O -1.9298 -0.6366 -0.0854
N 0.4050 -0.8480 -0.2341
O 1.7671 -1.0008 0.2136
H 1.6112 1.4301 -0.8459
H 1.4340 1.4527 0.9578
H 0.3528 2.5241 -0.3411
H -2.8866 -0.6710 0.1841
H -0.0079 -1.6835 0.2887
H 2.4840 -0.9354 -0.5686
```

Model x:
Density functional theory data (ωB97M-V/def2-TZVPD) for a cluster of 2 separate species, C2H6N2O2 in total.

Values from the calculation:
- 2S+1: 1
- Charge: 0
- E_LUMO (spin up / spin down): -0.26 / -0.26 eV
- Highest occupied orbital energy (spin up / spin down): -8.36 / -8.36 eV

Structure (XYZ):
```
12
C2H6N2O2 (ωB97M-V/def2-TZVPD)
C 0.0135 0.0983 -1.0411
C 0.6431 0.0451 0.2537
N 2.5832 0.0856 -1.0698
N 0.2098 -0.7625 1.3293
O 3.5677 0.7535 -0.9904
O 2.0388 0.0935 0.2599
H 0.6826 0.6608 -1.7363
H -0.1158 -1.0175 -1.4563
H -0.9510 0.6557 -0.8743
H 0.3775 1.7399 0.4719
H 0.6556 -0.8105 2.2426
H -0.7859 -1.1062 1.2476
```

Model y:
Density functional theory data (ωB97M-V/def2-TZVPD) for an isolated molecule of C2H6N2O2.

Values from the calculation:
- 2S+1: 1
- Charge: 0
- E_LUMO (spin up / spin down): -0.55 / -0.55 eV
- Highest occupied orbital energy (spin up / spin down): -6.40 / -6.39 eV

Structure (XYZ):
```
12
C2H6N2O2 (ωB97M-V/def2-TZVPD)
C -0.8464 0.4459 0.5718
C 0.4871 0.5193 -0.0764
N -1.9257 0.0268 -0.0784
O 1.7331 -1.1963 -0.9503
O 1.3761 1.3250 0.7087
N 0.6088 -0.8825 -0.0645
H 1.6885 -2.1543 -1.0334
H 2.0447 0.6962 1.0182
H -1.7412 -0.5255 -0.9122
H -2.8300 -0.0529 0.3635
H -0.9910 0.8891 1.5531
H 0.3958 0.9092 -1.1001
```

model w is the most stable structure; the next one sits 0.0176 hartree above it.

Model w:
Density functional theory data (ωB97M-V/def2-TZVPD) for a structure of composition C2H6N2O2.

Values from the calculation:
- 2S+1: 1
- Charge: 0
- E_LUMO: 0.48 eV
- Highest occupied orbital energy: -10.85 eV

Structure (XYZ):
```
12
C2H6N2O2 (ωB97M-V/def2-TZVPD)
C 0.5286 -2.1665 0.1288
C 0.0203 1.6538 1.4546
N -0.8080 1.8378 2.2231
N 0.0349 -1.0534 0.4579
O -1.1252 -1.2498 1.3203
O 1.1042 1.6332 0.7692
H -0.6461 2.2717 -4.7343
H 1.2503 -1.9120 -0.5829
H 0.1373 -3.1409 0.3174
H -1.0026 -0.6746 2.0815
H -0.8211 2.1093 -3.9757
H 1.3274 0.6913 0.5402
```

Model x:
Density functional theory data (ωB97M-V/def2-TZVPD) for an isolated molecule of C2H6N2O2.

Values from the calculation:
- SMILES: [H]/N=C(\NO)OC
- 2S+1: 1
- Charge: 0
- E_LUMO: 0.65 eV
- Highest occupied orbital energy: -8.99 eV

Structure (XYZ):
```
12
C2H6N2O2 (ωB97M-V/def2-TZVPD)
H -0.5859 2.3348 0.2121
N -0.8767 1.3227 -0.1455
C 0.0516 0.4297 -0.0196
N 1.4001 0.3489 0.2710
O 2.1435 -0.5934 -0.1864
O -0.6049 -0.7603 -0.1346
C -2.1421 -0.6520 0.1163
H 1.7290 1.3350 -0.0615
H 2.5991 -1.1616 0.5989
H -2.4545 -0.0062 -0.7990
H -2.4039 -0.2781 1.2178
H -2.3132 -1.7622 -0.0591
```

Model y:
Density functional theory data (ωB97M-V/def2-TZVPD) for a structure of composition C2H6N2O2.

Values from the calculation:
- 2S+1: 1
- Charge: 0
- E_LUMO: 0.43 eV
- Highest occupied orbital energy: -9.22 eV

Structure (XYZ):
```
12
C2H6N2O2 (ωB97M-V/def2-TZVPD)
C 0.0613 1.0689 1.4402
C 0.0688 -0.5839 -0.1594
H 1.1250 0.6407 1.7465
H -0.7500 0.7985 2.2673
H 0.0195 2.1678 1.4572
H 0.2749 -2.5212 0.4962
H 0.5478 -1.3205 -2.0086
H -1.1432 0.5899 -2.6046
N 0.1178 -1.4732 0.8365
N -0.1901 -0.6328 -1.5505
O -0.0963 0.6283 0.1541
O -0.0355 0.6376 -2.0749
```

model w is the most stable structure; the next one sits 0.0090 hartree above it.

Model w:
Density functional theory data (ωB97M-V/def2-TZVPD) for a structure of composition C21H36N6O9.

Values from the calculation:
- 2S+1: 1
- Charge: 0
- E_LUMO: 0.05 eV
- Highest occupied orbital energy: -7.93 eV

Structure (XYZ):
```
72
C21H36N6O9 (ωB97M-V/def2-TZVPD)
C -0.5998 0.2481 1.9463
O 0.5938 0.6116 2.5713
C 0.6849 0.6000 3.9291
O -0.2011 0.3201 4.7336
O 1.9752 0.8847 4.3039
C 2.4395 0.9089 5.6541
H -1.2102 -0.4949 2.4595
H -0.3454 -0.1884 0.9805
H -1.1703 1.1673 1.8128
H 1.6932 1.2423 6.3752
H 3.3056 1.5705 5.6687
H 2.7751 -0.0402 6.0720
C 0.8371 -1.6624 -2.6323
O -0.3869 -2.3649 -3.0743
C -1.6476 -2.3069 -2.4448
O -1.8187 -1.5421 -1.5064
O -2.4766 -3.2512 -2.8690
C -3.8276 -3.4743 -2.4325
H 1.7809 -2.1862 -2.7838
H 0.7396 -1.6410 -1.5469
H 0.9229 -0.6663 -3.0664
H -4.2386 -2.5382 -2.0547
H -3.9522 -4.1702 -1.6029
H -4.4380 -3.7491 -3.2927
C 5.4616 -0.8505 0.6464
O 5.2308 0.2433 -0.2383
C 4.0454 0.8505 -0.2417
O 3.0922 0.6591 0.4947
O 4.0063 1.7874 -1.2391
C 2.8626 2.5635 -1.6413
H 5.7163 -0.4985 1.6460
H 6.3372 -1.4101 0.3174
H 4.5568 -1.4571 0.6852
H 3.0135 3.0267 -2.6163
H 2.7023 3.5281 -1.1596
H 1.9189 2.0195 -1.6006
C -0.1870 1.1271 -1.7788
C -0.7882 0.7491 -0.5262
N -1.2176 0.5797 0.5283
H 0.6414 1.8201 -1.6318
H -1.0355 1.6906 -2.1670
H 0.1474 0.3172 -2.4271
C 0.5239 3.4019 0.2433
C -0.4190 3.2725 -0.8363
N -1.1609 3.1290 -1.6630
H 1.1955 2.5446 0.1988
H 0.0190 3.3498 1.2079
H 1.0403 4.3602 0.1871
C -3.0680 2.3816 -1.2395
C -4.1801 1.6288 -1.9073
N -5.0104 0.9937 -2.3659
H -3.4381 2.5905 -0.2358
H -2.9589 3.3437 -1.7401
H -2.1934 1.7437 -1.3673
C -3.1153 -0.6924 0.5555
C -4.3064 -1.3808 0.0069
N -5.2061 -1.8612 -0.4915
H -3.4920 0.2526 0.9468
H -2.3719 -0.3992 -0.1858
H -2.7551 -1.1429 1.4804
C -1.1628 -2.0315 0.5622
C -0.6579 -3.2253 -0.0664
N -0.2108 -4.2072 -0.5686
H -2.1663 -2.2170 0.9450
H -1.1421 -1.0746 0.0406
H -0.4851 -1.9131 1.4077
C 1.4200 -1.2794 0.5449
C 1.5854 -0.8460 -0.8267
N 1.6881 -0.4243 -1.8914
H 2.3357 -1.3764 1.1281
H 0.9358 -2.2503 0.4402
H 0.8177 -0.6938 1.2395
```

Model x:
Density functional theory data (ωB97M-V/def2-TZVPD) for a cluster of 9 separate species, C21H36N6O9 in total.

Values from the calculation:
- SMILES: COC(=O)OC.COC(=O)OC.COC(=O)OC.CC#N.CC#N.CC#N.CC#N.CC#N.CC#N
- 2S+1: 1
- Charge: 0
- E_LUMO: -0.09 eV
- Highest occupied orbital energy: -10.41 eV

Structure (XYZ):
```
72
C21H36N6O9 (ωB97M-V/def2-TZVPD)
C 3.9832 3.2191 -2.1735
O 4.2430 3.1883 -3.5443
C 5.3428 3.8139 -4.0453
O 6.1791 4.4645 -3.4226
O 5.4448 3.5538 -5.3901
C 6.5081 4.0133 -6.2252
H 4.8512 3.2588 -1.5155
H 3.4556 2.3001 -1.9183
H 3.3470 4.0869 -1.9997
H 6.9115 4.9843 -5.9379
H 6.1076 4.0518 -7.2382
H 7.3973 3.3848 -6.2738
C -1.6011 -4.9165 3.5761
O -1.5123 -5.0178 5.0488
C -1.0073 -4.0283 5.9177
O -0.6977 -2.9335 5.4701
O -0.7712 -4.4897 7.1384
C -0.2536 -3.7497 8.2564
H -1.4376 -5.8359 3.0139
H -0.7358 -4.3091 3.3108
H -2.5417 -4.4746 3.2471
H -0.4914 -2.6940 8.1251
H 0.8296 -3.7624 8.3767
H -0.7701 -4.0671 9.1623
C 0.0152 -4.5289 -8.0235
O -1.3385 -4.0846 -7.9757
C -1.6703 -3.0625 -7.1888
O -0.9395 -2.3499 -6.5212
O -3.0271 -2.8816 -7.2095
C -3.7813 -1.9610 -6.3996
H 0.6074 -3.9084 -8.6961
H 0.0584 -5.5280 -8.4569
H 0.4273 -4.4824 -7.0154
H -4.8451 -2.1983 -6.4054
H -3.9583 -0.9594 -6.7914
H -3.4037 -1.8499 -5.3831
C -3.6433 0.2510 0.6080
C -2.3947 0.9135 0.8823
N -1.4333 1.5377 0.9885
H -3.9546 0.3968 -0.4264
H -4.2680 0.8803 1.2419
H -3.6964 -0.8125 0.8410
C -3.7259 4.2792 -3.1993
C -4.4968 4.1215 -1.9943
N -5.0604 3.9793 -1.0369
H -3.2722 3.3150 -3.4289
H -2.9044 4.9789 -3.0457
H -4.3500 4.6671 -4.0044
C -4.4908 4.8951 4.5279
C -4.5572 4.5891 5.9947
N -4.5314 4.3291 7.1059
H -3.7953 5.7308 4.4503
H -5.4655 5.2680 4.2130
H -4.2390 3.9420 4.0629
C 1.7739 2.6038 5.8046
C 1.7677 2.4425 7.2768
N 1.6717 2.3065 8.3998
H 1.5409 3.6552 5.6360
H 0.9843 2.0659 5.2800
H 2.7770 2.5682 5.3796
C 3.3176 -1.5239 3.1680
C 3.5029 -2.9338 3.3983
N 3.6663 -4.1020 3.5556
H 3.7610 -0.9587 3.9879
H 2.3313 -1.1208 2.9382
H 3.9128 -1.3578 2.2701
C 1.8257 -2.7117 -1.6754
C 0.4593 -3.1759 -1.5575
N -0.6512 -3.4630 -1.4772
H 2.3306 -2.9484 -2.6120
H 2.3266 -3.2052 -0.8425
H 2.0552 -1.6486 -1.6033
```

model x is the most stable structure; the next one sits 0.9853 hartree above it.

Model w:
Density functional theory data (ωB97M-V/def2-TZVPD) for a cluster of 2 separate species, C3H8N2O4 in total.

Values from the calculation:
- SMILES: C/N=C(/N)O.O=C(O)O
- 2S+1: 1
- Charge: 0
- E_LUMO: 0.48 eV
- Highest occupied orbital energy: -8.68 eV

Structure (XYZ):
```
17
C3H8N2O4 (ωB97M-V/def2-TZVPD)
C -0.4312 1.1216 -1.4914
N 0.1892 0.7624 -0.2198
C -0.6003 0.6569 0.8196
N -0.1439 0.7685 2.0831
O -1.9229 0.5926 0.6916
H 0.3134 0.9823 -2.2781
H -1.3009 0.4985 -1.7219
H -0.7096 2.1781 -1.5000
H 0.8698 0.7960 2.0968
H -0.7886 1.1104 2.7828
H -2.3085 0.3459 1.5456
O 0.2305 -1.8825 0.8091
C 0.7257 -1.5158 -0.2735
O 0.3599 -2.0883 -1.4448
O 2.0587 -1.2016 -0.3780
H 1.0740 -1.8476 -2.0599
H 2.3848 -1.2776 0.5386
```

Model x:
Density functional theory data (ωB97M-V/def2-TZVPD) for a cluster of 2 separate species, C3H8N2O4 in total.

Values from the calculation:
- SMILES: COC(=O)O.NC(N)=O
- 2S+1: 1
- Charge: 0
- E_LUMO: -0.68 eV
- Highest occupied orbital energy: -9.16 eV

Structure (XYZ):
```
17
C3H8N2O4 (ωB97M-V/def2-TZVPD)
C -2.2083 0.3174 1.2187
O -1.4466 -0.3364 0.2242
C -0.0203 -0.8590 0.6357
O 0.4130 -0.6424 1.7449
O 0.1357 -2.0451 0.0067
H -2.4821 1.3003 0.8238
H -1.6717 0.4459 2.1635
H -3.1327 -0.2447 1.3903
H 0.7019 -2.5649 0.6041
N 2.0009 1.0008 -0.2979
C 0.7865 0.6245 -0.8843
N 0.9843 -0.0803 -2.0664
O -0.2434 1.3595 -0.7825
H 1.8581 1.4575 0.5947
H 2.6059 1.4987 -0.9387
H 1.6117 -0.8649 -1.9530
H 0.1072 -0.3669 -2.4838
```

model w is the most stable structure; the next one sits 0.0464 hartree above it.